C16H29Cl2FO15 | the ωB97M-V functional and the def2-TZVPD basis

Structure (XYZ):
```
63
Properties=species:S:1:pos:R:3:nbo_charge:R:1
C 0.67517 1.56436 -5.24693 -0.25
O -0.39240 2.21053 -5.95689 -0.52
C -1.20958 1.56644 -6.81718 0.99
O -1.22530 0.37041 -6.99205 -0.65
O -1.85684 2.45412 -7.46185 -0.48
C -2.87435 2.06604 -8.41316 -0.27
H 0.27750 1.08121 -4.35444 0.20
H 1.48594 2.26064 -5.03260 0.20
H 1.17757 0.84028 -5.88834 0.19
H -2.69155 2.82073 -9.17811 0.20
H -3.89212 2.13170 -8.02857 0.19
H -2.82689 1.10821 -8.93124 0.21
C 3.04530 5.64667 1.03169 -0.27
O 3.45903 4.80332 2.11719 -0.48
C 3.11935 3.54510 2.07721 0.99
O 2.56492 2.92656 1.16782 -0.67
O 3.60297 2.99695 3.18927 -0.50
C 3.66411 1.61558 3.36500 -0.26
H 3.57533 5.47560 0.09473 0.20
H 3.12543 6.68413 1.35623 0.20
H 1.99830 5.53581 0.74954 0.20
H 2.68850 1.27602 3.71283 0.18
H 4.25579 1.42877 4.26116 0.19
H 3.97870 0.96909 2.54573 0.21
C 3.13155 -3.41600 3.01008 -0.24
O 2.22961 -3.49910 1.91159 -0.53
C 1.62451 -4.70992 1.60558 1.00
O 1.82208 -5.82563 2.11059 -0.62
O 0.64282 -4.55017 0.62376 -0.52
C 0.18079 -3.35884 0.09290 -0.25
H 3.97010 -4.10152 2.88765 0.20
H 2.62776 -3.57695 3.96318 0.18
H 3.45559 -2.37536 2.99733 0.20
H -0.90404 -3.31745 0.19031 0.20
H 0.46754 -3.26558 -0.95458 0.18
H 0.71105 -2.56106 0.61299 0.20
C -1.88414 3.01486 -1.31556 -0.26
O -2.90860 2.24367 -0.69723 -0.51
C -2.91371 0.88899 -0.71029 0.99
O -1.94963 0.26388 -1.25266 -0.67
O -4.09509 0.37027 -0.26536 -0.49
C -4.23532 -1.06893 -0.21245 -0.27
H -1.77095 2.92031 -2.39553 0.20
H -0.94406 2.62915 -0.92112 0.19
H -1.88712 4.05361 -0.98526 0.20
H -3.39115 -1.53663 0.29424 0.21
H -4.50927 -1.60202 -1.12287 0.19
H -5.07848 -1.38810 0.40020 0.20
C -1.36621 -2.68388 5.48729 -0.13
C -1.77308 -4.05067 4.83781 0.44
O -1.98813 -3.64090 3.51680 -0.47
C -1.50179 -2.45333 3.26402 0.98
O -1.48537 -1.97181 2.12879 -0.60
O -1.05810 -1.84531 4.36162 -0.47
F -3.00006 -4.30039 5.48126 -0.35
H -0.41174 -2.88632 5.97319 0.20
H -2.14397 -2.28809 6.14039 0.22
H -1.05612 -4.83743 5.07255 0.19
C 1.05873 0.32180 0.14280 -0.38
Cl 2.42640 -0.58586 0.90533 -0.06
Cl 1.06005 0.56600 -1.63247 -0.02
H 0.15180 -0.22122 0.40872 0.24
H 0.97086 1.26763 0.67739 0.24
```

Values from the calculation:
Lowest unoccupied orbital energy = 0.284 eV
Total charge = 0
Molecular weight = 551.3 g mol⁻¹
HOMO-LUMO gap = 10.5 eV
SMILES = O=C1OC[C@@H](F)O1.COC(=O)OC.COC(=O)OC.COC(=O)OC.COC(=O)OC.ClCCl
Calculated total energy = -75534.4496 eV